No. 1
9
Properties=species:S:1:pos:R:3 method="wB97M-V/def2-TZVPD" de_lowest_kcal_mol=18.49 homo_energy_ev=-10.24 orbital_gap_ha=0.4063 charge=0 smiles="NC(=O)CF"
N 1.0235 -0.7265 0.4580
C -0.0042 -0.6662 -0.4311
O -0.2377 -1.3454 -1.3852
C -0.7546 0.7409 -0.0743
F 0.0292 1.8485 -0.3876
H 0.7944 -0.2374 1.2697
H 1.8090 -1.2390 0.3979
H -1.5743 0.7426 -0.8085
H -1.0853 0.8826 0.9611



No. 2
53
Properties=species:S:1:pos:R:3 method="wB97M-V/def2-TZVPD" de_lowest_kcal_mol=1.46 homo_energy_ev=-8.45 orbital_gap_ha=0.2985 charge=0
Rb -0.3332 -0.8043 0.3196
F -3.5063 -4.4758 3.2532
C -3.9221 -3.4847 2.4733
F -4.5261 -4.0010 1.4040
F -4.7999 -2.7394 3.1434
S -2.5026 -2.4384 1.9637
O -3.0603 -1.4840 1.0377
O -1.9157 -1.9376 3.1777
N -1.6037 -3.4440 1.1679
S -0.1915 -3.9985 1.6077
O -0.1860 -4.9270 2.6929
O 0.8260 -2.9693 1.5634
C 0.1241 -4.9723 0.0804
F -0.8015 -5.9039 -0.1151
F 0.1486 -4.1642 -0.9909
F 1.3138 -5.5600 0.1851
N 2.2168 0.3331 -3.9350
C 3.0610 1.1562 -3.2104
C 4.2341 1.8263 -3.5396
C 4.8117 2.5819 -2.5384
C 4.2421 2.6678 -1.2566
C 3.0797 1.9967 -0.9399
C 2.4864 1.2276 -1.9392
N 1.3240 0.4662 -1.8999
C 1.2023 -0.0368 -3.1000
C 0.0968 -0.9022 -3.5190
C -0.0322 -1.5422 -4.7132
S -1.4966 -2.4107 -4.7512
C -1.8185 -1.9068 -3.1465
N -0.9271 -1.1202 -2.6293
H 2.3192 0.0747 -4.8997
H 4.6752 1.7631 -4.5255
H 5.7258 3.1221 -2.7457
H 4.7288 3.2757 -0.5060
H 2.6306 2.0652 0.0426
H 0.6385 -1.5457 -5.5567
H -2.7053 -2.2283 -2.6183
N -0.2588 3.0663 -1.0242
C -0.5801 3.0784 0.3012
N -0.5783 2.0253 1.0488
C -0.8482 2.3693 2.3747
C -0.9674 1.4750 3.4332
C -1.2707 1.9640 4.6914
C -1.4652 3.3286 4.9087
C -1.3712 4.2295 3.8613
C -1.0629 3.7335 2.6034
S -0.8996 4.6037 1.1026
H -0.1094 2.1516 -1.4305
H -0.6748 3.7602 -1.6204
H -0.8613 0.4099 3.2749
H -1.3704 1.2717 5.5167
H -1.7021 3.6868 5.9016
H -1.5363 5.2870 4.0203



No. 3
9
Properties=species:S:1:pos:R:3 method="wB97M-V/def2-TZVPD" de_lowest_kcal_mol=70.45 homo_energy_ev=-9.71 orbital_gap_ha=0.3787 charge=0
C -0.3572 -0.9065 0.0976
C -1.1780 0.3367 0.2001
C 0.8211 0.2158 -0.0972
C 1.8856 0.7067 -0.3490
O -1.7321 0.9550 -0.6955
H -0.1616 -1.3998 1.0481
H -0.5526 -1.4826 -0.8091
H -1.5259 0.4438 1.2585
H 2.8006 1.1310 -0.6535